[1]
DFT (ωB97M-V with the def2-TZVPD basis set) results for a structure of composition C19H35GaN2O6S2Si.

Cartesian coordinates (Å):
Ga  -0.724  -0.303  -0.094
O  -1.977  0.559  1.314
N  -1.774  1.862  1.376
C  -2.857  2.663  1.379
C  -2.733  4.024  1.438
C  -1.449  4.575  1.482
C  -0.357  3.743  1.448
C  -0.501  2.350  1.369
S  0.785  1.232  1.229
H  -3.791  2.127  1.320
H  -3.622  4.638  1.430
H  -1.314  5.648  1.522
H  0.650  4.133  1.445
N  1.161  -0.713  -1.300
C  1.853  -1.855  -0.707
C  1.098  -2.477  0.488
O  1.614  -3.458  1.003
O  0.000  -1.916  0.845
H  0.894  -0.842  -2.266
H  1.662  0.164  -1.226
H  2.843  -1.579  -0.347
H  1.989  -2.653  -1.436
C  -1.669  4.345  -4.264
C  -3.133  4.350  -3.832
C  -4.042  4.120  -5.037
C  -3.468  5.677  -3.159
O  -3.413  3.344  -2.864
Si  -2.759  1.835  -2.643
S  -0.877  1.812  -1.815
O  -3.832  1.092  -1.636
C  -5.254  1.013  -1.666
C  -5.847  2.298  -1.092
C  -5.793  0.789  -3.077
C  -5.603  -0.175  -0.776
O  -2.870  1.188  -4.176
C  -2.340  -0.018  -4.722
C  -0.873  0.196  -5.086
C  -3.152  -0.292  -5.984
C  -2.488  -1.180  -3.746
H  -1.489  5.165  -4.964
H  -1.415  3.405  -4.755
H  -1.015  4.458  -3.400
H  -3.888  4.895  -5.792
H  -5.088  4.141  -4.724
H  -3.830  3.145  -5.476
H  -3.325  6.512  -3.848
H  -2.826  5.820  -2.288
H  -4.507  5.670  -2.823
H  -5.560  3.149  -1.708
H  -5.474  2.467  -0.082
H  -6.937  2.228  -1.052
H  -5.526  1.617  -3.735
H  -6.881  0.704  -3.040
H  -5.386  -0.129  -3.503
H  -5.185  -0.033  0.223
H  -5.166  -1.086  -1.188
H  -6.686  -0.301  -0.699
H  -0.784  1.011  -5.807
H  -0.454  -0.710  -5.532
H  -0.306  0.465  -4.195
H  -3.073  0.556  -6.667
H  -4.205  -0.434  -5.733
H  -2.788  -1.188  -6.491
H  -1.943  -0.991  -2.818
H  -2.105  -2.101  -4.194
H  -3.537  -1.333  -3.486

Summary:
**HOMO energy (alpha / beta)**: -2.68 / -5.09 eV
**Gap between HOMO and LUMO (alpha / beta)**: 5.290 / 7.673 eV
**Multiplicity**: 2
**Molecular weight**: 549.44 g/mol
**Charge**: -1
**<S²>**: 0.75
**E_LUMO (alpha / beta)**: 0.096 / 0.095 hartree

[2]
DFT (ωB97M-V with the def2-TZVPD basis set) results for a structure of composition C19H35MnN4O at a distorted geometry.

Cartesian coordinates (Å):
Mn  -4.077  -1.990  -0.570
C  -0.784  -0.929  -0.186
C  -1.755  -0.144  0.727
C  -1.751  1.308  0.284
O  -3.005  -0.846  0.898
H  0.228  -0.524  -0.167
H  -1.098  -0.885  -1.229
H  -0.641  -1.934  0.211
H  -1.331  -0.289  1.721
H  -1.631  1.359  -0.798
H  -0.972  1.947  0.700
H  -2.644  1.880  0.538
C  -0.738  -5.917  4.061
C  0.512  -5.340  3.282
C  0.179  -4.067  2.414
C  -0.401  -3.027  3.300
N  -0.837  -2.168  3.979
H  -1.333  -5.091  4.452
H  -0.283  -6.506  4.857
H  -1.346  -6.546  3.412
H  0.997  -6.023  2.585
H  1.423  -5.180  3.858
H  -0.618  -4.189  1.681
H  1.004  -3.605  1.873
C  0.008  6.346  -0.259
C  -1.080  5.715  0.667
C  -2.333  6.379  1.271
C  -3.339  6.745  0.256
N  -4.225  6.945  -0.503
H  0.169  7.382  0.039
H  -0.275  6.235  -1.306
H  0.963  5.893  0.008
H  -0.544  5.285  1.513
H  -1.447  4.832  0.145
H  -1.966  7.361  1.570
H  -2.719  5.998  2.217
C  1.154  -5.644  -0.897
C  0.073  -4.814  -1.633
C  0.704  -4.216  -2.886
C  1.566  -3.013  -2.757
N  2.179  -2.059  -2.707
H  1.650  -5.123  -0.079
H  1.986  -6.091  -1.440
H  0.734  -6.460  -0.310
H  -0.317  -4.069  -0.940
H  -0.609  -5.509  -2.122
H  -0.077  -3.850  -3.553
H  1.358  -4.821  -3.514
C  1.752  3.166  -0.496
C  2.498  2.834  -1.821
C  2.166  3.718  -3.037
C  3.152  3.507  -4.126
N  3.866  3.341  -5.026
H  0.746  3.549  -0.667
H  2.343  3.889  0.065
H  1.517  2.415  0.259
H  2.314  1.780  -2.028
H  3.566  2.839  -1.607
H  2.183  4.770  -2.753
H  1.185  3.449  -3.429

Summary:
**HOMO energy (alpha / beta)**: -12.86 / -12.86 eV
**Gap between HOMO and LUMO (alpha / beta)**: 5.391 / 5.573 eV
**Multiplicity**: 6
**Molecular weight**: 390.45 g/mol
**Charge**: +1
**<S²>**: 8.89
**E_LUMO (alpha / beta)**: -0.274 / -0.268 hartree